Model i:
18
Properties=species:S:1:pos:R:3 method="wB97M-V/def2-TZVPD" spin_multiplicity=2 charge=+1
C -0.9799 -1.9091 -1.1714
C -0.5641 -0.4629 -1.4840
N 0.8619 -0.5576 -1.6891
N -2.0565 -2.0189 -0.2631
H -1.3075 -2.3752 -2.1145
H -0.1076 -2.4977 -0.8591
H -1.0695 -0.0320 -2.3438
H -0.7174 0.2047 -0.6408
H 1.3493 0.1992 -1.2144
H 1.1239 -0.7230 -2.6651
H -2.0355 -2.7998 0.4033
H -2.3967 -1.1753 0.2067
H 1.1593 3.8770 3.0461
H -0.3021 3.4682 3.0772
O 0.5224 3.2972 2.6109
H 0.8954 1.0267 1.1883
H 1.8986 -0.1176 1.1503
O 1.8570 0.8566 1.1672

Model ii:
18
Properties=species:S:1:pos:R:3 method="wB97M-V/def2-TZVPD" spin_multiplicity=2 charge=+1
N -0.1264 1.3996 0.3522
C 1.1218 0.5756 0.6446
C 1.9371 0.4535 -0.7016
N 1.4054 -0.8166 -1.3746
H -0.0046 2.3010 0.9210
H -0.0625 1.7255 -0.5524
H 1.7638 1.1998 1.2806
H 0.8449 -0.3611 1.0780
H 2.9677 0.6365 -0.4322
H 1.7121 1.2565 -1.5043
H 1.8631 -1.6886 -1.0387
H 0.4468 -0.7098 -1.0388
H -3.2333 -0.1292 0.8097
H -1.7469 0.7501 0.4083
O -2.4348 -0.0167 0.3187
H -1.9437 -1.4485 0.4208
H -2.5693 -2.6965 -0.1296
O -1.9410 -2.4309 0.5383

It is model i that is most stable; the runner-up trails by 1.717 eV.

Model i:
17
Properties=species:S:1:pos:R:3 method="wB97M-V/def2-TZVPD" spin_multiplicity=1
C -1.7086 -0.6612 -0.2435
C -0.6374 0.2985 0.2480
O -1.5825 -1.9710 0.2493
N -0.9496 1.1392 1.1448
H -0.6969 -2.3094 0.0667
H -0.1804 1.5649 1.6513
H -2.6811 -0.2994 0.0939
H -1.7062 -0.6417 -1.3480
H -0.6831 1.7147 -1.3819
C 1.8977 0.4107 0.7915
C 0.8216 -0.1028 -0.1196
N 1.1473 -0.9877 -0.9665
H 0.3910 -1.3398 -1.5484
H 0.0691 1.5603 -1.6925
H 1.7218 0.0927 1.8190
H 2.8648 0.0318 0.4699
H 1.9125 1.5003 0.7660

Model ii:
17
Properties=species:S:1:pos:R:3 method="wB97M-V/def2-TZVPD" spin_multiplicity=1
C -0.1406 1.0223 1.2343
C -0.1741 -0.2280 0.3914
C -1.2819 -0.5666 -0.3234
N -2.5716 -0.0988 -0.0913
N 1.0054 -1.0056 0.4022
C 1.5807 -0.0426 -0.9482
O 2.8609 0.1888 -0.5370
H -0.4335 1.9115 0.6694
H -0.8114 0.9206 2.0926
H 0.8652 1.2014 1.6229
H -1.2674 -1.4742 -0.9216
H -2.7068 0.8762 -0.3378
H -3.2758 -0.6120 -0.6137
H 0.8046 -1.9496 0.0716
H 1.4608 -0.7722 -1.7476
H 1.1597 0.9052 -1.2830
H 2.9259 -0.2764 0.3193

It is model i that is most stable; the runner-up trails by 0.306 eV.

Model i:
17
Properties=species:S:1:pos:R:3 method="wB97M-V/def2-TZVPD" spin_multiplicity=1 smiles="CNC(=O)N(C)C"
C 2.4920 0.2503 -0.1949
N 1.2819 0.0305 -0.9688
C 0.3050 -0.7877 -0.3907
O 0.5245 -1.9659 -0.1790
N -0.9198 -0.2024 -0.1233
C -1.9661 -1.0492 0.4235
C -1.0510 1.1886 0.2581
H 2.3435 0.9527 0.6414
H 2.8179 -0.7026 0.2219
H 3.2798 0.6372 -0.8447
H 0.9350 0.8527 -1.4335
H -2.1171 -0.8431 1.4944
H -1.6847 -2.0956 0.3060
H -2.9115 -0.8519 -0.0945
H -0.2386 1.7975 -0.1366
H -1.9949 1.5861 -0.1241
H -1.0542 1.3035 1.3527

Model ii:
17
Properties=species:S:1:pos:R:3 method="wB97M-V/def2-TZVPD" spin_multiplicity=1
C -0.2606 0.4556 0.4438
C -1.3857 0.9320 -0.4183
N 1.9956 -0.4101 -0.5859
N 0.7390 1.2641 0.7544
C -0.3187 -0.8414 1.0854
C -1.3818 -1.6560 1.0715
O 2.0121 0.5112 -1.7244
H 1.5970 0.0387 -2.4589
H 2.6777 -1.1285 -0.8587
H 0.7723 2.1240 0.2203
H 1.6927 0.6941 0.5798
H 0.5585 -1.1070 1.6624
H -1.1324 1.8679 -0.9144
H -2.2917 1.0806 0.1755
H -1.6135 0.1871 -1.1813
H -1.3646 -2.5968 1.6038
H -2.2960 -1.4155 0.5449

Model iii:
17
Properties=species:S:1:pos:R:3 method="wB97M-V/def2-TZVPD" spin_multiplicity=1 smiles="CCNC(=O)CN"
C -0.5809 -1.4233 1.0793
C -1.0222 -0.0785 1.5067
N -0.3139 1.0374 0.8849
C 0.7555 0.8427 -0.0475
O 1.9113 0.5955 0.2466
C 0.3570 0.9221 -1.5712
N 1.2354 -0.0148 -2.2938
H -0.8841 -1.6087 0.0335
H 0.4638 -1.5972 1.2054
H -1.1865 -2.0996 1.7485
H -0.7178 -0.0550 2.5935
H -2.0599 0.0421 1.4124
H -0.3928 1.9038 1.3824
H -0.7560 0.6889 -1.7102
H 0.5230 1.8575 -1.9830
H 0.8289 -0.7026 -2.9801
H 1.8391 -0.3104 -1.5073

Model iv:
17
Properties=species:S:1:pos:R:3 method="wB97M-V/def2-TZVPD" spin_multiplicity=1
C 0.8294 1.3400 -0.3123
N 0.5924 -0.0160 0.3867
C 2.0732 -0.7025 0.4687
N -0.0685 -0.9421 -0.5275
C -1.3276 -0.7697 -0.7640
C -2.2497 0.1792 0.0322
O -1.8346 -0.1354 1.2275
H -0.1943 1.9390 -0.2478
H 1.1445 1.0503 -1.5198
H 1.6558 1.7549 0.2646
H 2.7988 -0.3822 1.3814
H 2.7611 -0.7962 -0.4066
H 1.6574 -1.7882 0.6759
H -1.6105 -1.6955 -1.2825
H -2.0698 1.1705 -0.3718
H -3.4170 0.1742 -0.1443
H -0.7407 -0.3802 1.1397

It is model i that is most stable; the runner-up trails by 1.531 eV.

Model i:
17
Properties=species:S:1:pos:R:3 method="wB97M-V/def2-TZVPD" spin_multiplicity=1 smiles="C=C(N)[C@H](N)OC"
C 2.3512 -0.4074 0.1217
C 1.0185 -0.5311 0.2270
N 0.4686 -1.7020 0.7418
C 0.0641 0.6207 -0.1519
N 0.4673 1.8840 0.4310
O -1.2386 0.3348 0.3531
C -2.1622 -0.0065 -0.6713
H 3.0180 -1.2032 0.4360
H 2.8043 0.5133 -0.2336
H -0.5483 -1.6208 0.7919
H 0.7473 -2.5160 0.1988
H 0.0494 0.7169 -1.2452
H 0.5441 1.7090 1.4323
H -0.3357 2.5014 0.3438
H -1.8408 -0.9132 -1.1927
H -3.1317 -0.1999 -0.2038
H -2.2756 0.8200 -1.3789

Model ii:
17
Properties=species:S:1:pos:R:3 method="wB97M-V/def2-TZVPD" spin_multiplicity=1 smiles="NCNCCC=O"
N 1.9973 -2.3612 0.9020
C 1.0920 -1.3143 1.3849
N 0.3388 -0.7361 0.1524
C -0.6357 0.3499 0.1742
C -0.6275 1.2728 -1.1194
C -1.6951 2.3310 -1.4417
O -2.7220 2.5086 -0.7514
H 1.7866 -3.1334 1.4724
H 1.5987 -2.6737 -0.0348
H 1.8214 -0.5450 1.9401
H 0.3366 -1.6182 2.0568
H 0.8470 -0.6162 -0.7435
H -1.6460 -0.0054 0.2074
H -0.5640 1.0642 1.0147
H 0.3340 1.8645 -1.0112
H -0.6512 0.5332 -2.0053
H -1.6109 3.0794 -2.1976

It is model i that is most stable; the runner-up trails by 1.186 eV.

Model i:
17
Properties=species:S:1:pos:R:3 method="wB97M-V/def2-TZVPD" spin_multiplicity=1 smiles="C=NCC.NC=O"
C -0.0566 1.6917 -0.4088
N 0.2328 0.4919 -0.2046
C 0.7808 -0.6303 1.0765
C 1.8556 -0.0017 1.9373
H -1.0888 1.9860 -0.6520
H 0.6658 2.5162 -0.3596
H -0.0447 -0.9528 1.7058
H 1.1816 -1.4241 0.4514
H 1.5140 0.8499 2.5322
H 2.7465 0.2871 1.3740
H 2.2011 -0.7527 2.6703
N -2.2121 -0.1329 -1.8047
C -1.0102 -0.7335 -1.4013
O -0.4010 -1.4469 -2.2113
H -3.0285 -0.6966 -1.5982
H -2.2825 0.0839 -2.7928
H -1.0537 -1.1351 -0.3141

Model ii:
17
Properties=species:S:1:pos:R:3 method="wB97M-V/def2-TZVPD" spin_multiplicity=1 smiles="CNCCNC=O"
C -0.2479 2.6727 -0.8659
N -0.5879 1.7402 0.2292
C 0.5184 0.7978 0.5179
C 0.8163 -0.1962 -0.6118
N -0.3593 -1.1533 -0.6388
C -0.4606 -2.0816 0.3307
O 0.3580 -2.4887 1.1283
H 0.4020 3.4808 -0.5348
H -1.1349 2.9639 -1.4263
H 0.3646 2.1344 -1.6146
H -0.8519 2.0682 1.1458
H 0.3099 0.3259 1.4815
H 1.5068 1.2601 0.6855
H 0.7785 0.1969 -1.6121
H 1.7562 -0.6675 -0.3230
H -1.2615 -0.7616 -0.8559
H -1.5322 -2.3493 0.4115

Model iii:
17
Properties=species:S:1:pos:R:3 method="wB97M-V/def2-TZVPD" spin_multiplicity=1 smiles=CN(C)[C@H]1ON1C
C -1.8330 -0.8958 0.3045
N -0.9486 0.1596 -0.1592
C -1.4561 1.4943 0.0481
C 0.4227 0.0420 0.1349
O 0.8655 -1.0653 0.8248
N 1.2270 -0.8162 -0.6486
C 2.6585 -0.5411 -0.6458
H -2.0997 -0.7902 1.3704
H -1.3662 -1.8721 0.1665
H -2.7579 -0.8611 -0.2820
H -0.8172 2.2104 -0.4786
H -2.4595 1.5626 -0.3780
H -1.5052 1.7787 1.1136
H 0.8870 0.9950 0.4002
H 2.9710 -0.0270 0.2711
H 3.1313 -1.5211 -0.6939
H 2.9790 0.0305 -1.5266

Model iv:
17
Properties=species:S:1:pos:R:3 method="wB97M-V/def2-TZVPD" spin_multiplicity=1 smiles="CNCCNC=O"
C 2.1896 -1.2124 0.3915
N 1.1613 -0.2414 0.0132
C 0.0165 -0.3616 0.9517
C -1.2228 0.4719 0.4553
N -1.2985 0.3213 -0.9744
C -1.9208 1.2942 -1.7227
O -2.8985 1.9336 -1.4187
H 1.7435 -2.2118 0.4082
H 3.0697 -1.2308 -0.2493
H 2.5574 -1.0351 1.4116
H 1.5287 0.7003 0.1390
H -0.2492 -1.4070 0.7992
H 0.1912 -0.2493 2.0136
H -0.9825 1.4991 0.7984
H -2.0792 0.0902 1.0101
H -0.3598 0.1552 -1.3348
H -1.4466 1.4835 -2.6919

It is model iv that is most stable; the runner-up trails by 0.256 eV.

Model i:
6
Properties=species:S:1:pos:R:3 method="wB97M-V/def2-TZVPD" spin_multiplicity=1 smiles="P=S.O"
P -1.4162 1.0603 0.2266
S -0.2835 2.4644 0.9288
H -1.8338 0.4173 1.4275
O 0.8283 -1.3593 -1.0101
H 1.0762 -1.4532 -0.0846
H 1.6290 -1.1295 -1.4883

Model ii:
6
Properties=species:S:1:pos:R:3 method="wB97M-V/def2-TZVPD" spin_multiplicity=1 smiles="O=[PH2]S"
O 1.2856 0.9082 0.3545
P 0.4437 -0.2405 0.0571
S -1.6136 0.0347 0.3616
H 0.7579 -1.5806 0.5981
H 0.5323 -0.3702 -1.4341
H -1.4059 1.2486 0.0627

Model iii:
6
Properties=species:S:1:pos:R:3 method="wB97M-V/def2-TZVPD" spin_multiplicity=1 smiles="O=P.S"
O 3.3367 -0.8219 -0.6484
P 3.3785 0.3030 0.2680
H 2.3007 -0.2531 1.1828
S -1.6504 -0.4236 0.3818
H -2.0401 0.8100 0.1277
H -0.3708 0.0080 0.4997

It is model ii that is most stable; the runner-up trails by 0.763 eV.

Model i:
8
Properties=species:S:1:pos:R:3 method="wB97M-V/def2-TZVPD" spin_multiplicity=1 smiles=N#Cc1cnno1
N -2.1594 -1.4808 -1.0261
C -1.4105 -0.7529 -0.4684
C -0.3404 0.0807 -0.0846
C 0.8764 -0.4085 0.3438
N 1.5356 0.7436 0.5841
N 0.8733 1.7973 0.2705
O -0.4139 1.4309 -0.1942
H 1.0389 -1.4102 0.5751

Model ii:
8
Properties=species:S:1:pos:R:3 method="wB97M-V/def2-TZVPD" spin_multiplicity=1
C -1.1215 -1.2463 0.6535
C -1.2477 1.1470 0.8019
C -0.4132 -0.0180 0.6658
N -1.6419 -2.2696 0.6803
N -1.8209 2.1229 0.7218
N 0.5738 -0.0797 1.8238
O 1.7429 -0.0023 1.5911
H 0.2912 0.0662 -0.5132

Model iii:
8
Properties=species:S:1:pos:R:3 method="wB97M-V/def2-TZVPD" spin_multiplicity=1 smiles=N#Cc1nnco1
N -3.1597 0.0522 -0.0691
C -2.0108 0.1120 0.0005
C -0.5410 0.1710 0.1402
N 0.0891 1.2555 0.0453
N 1.4661 0.8627 -0.0400
C 1.5003 -0.4160 -0.0850
O 0.2301 -0.9669 0.0657
H 2.4260 -1.0705 -0.0576

It is model iii that is most stable; the runner-up trails by 1.188 eV.